A 2-piece molecular cluster, C28H49ClF2N overall, computed with ωB97M-V/def2-TZVPD.

Last columns: bonded neighbours and bond lengths (Å).
CARTESIAN COORDINATES (ANGSTROEM)
1 C 3.95 -2.60 1.53  C2 1.673, H26 1.175, H27 1.187, H28 1.174
2 C 5.48 -1.93 1.60  C1 1.673, C3 1.640, H29 1.178, H30 1.189
3 C 5.65 -0.63 0.62  C2 1.640, C4 1.640, H31 1.179, H32 1.191
4 C 6.10 -0.97 -0.92  C3 1.640, C5 1.644, H33 1.173, H34 1.191
5 C 5.26 -2.19 -1.63  C4 1.644, C6 1.670, H35 1.178, H36 1.194
6 C 3.69 -1.73 -1.97  C5 1.670, C7 1.639, H37 1.193, H38 1.184
7 C 2.62 -2.97 -1.95  C6 1.639, C8 1.672, H39 1.183, H40 1.184
8 C 1.73 -3.10 -3.36  C7 1.672, C9 1.640, H41 1.188, H42 1.173
9 C 0.21 -3.65 -3.08  C8 1.640, C10 1.643, H43 1.193, H44 1.175
10 C -0.98 -2.54 -3.28  C9 1.643, C11 1.667, H45 1.180, H46 1.191
11 C -0.49 -1.13 -2.53  C10 1.667, C12 1.651, H47 1.192, H48 1.170
12 C -1.75 -0.22 -1.98  C11 1.651, C13 1.640, H49 1.194, H50 1.194
13 C -1.30 1.06 -1.06  C12 1.640, C14 1.673, C17 1.651, H51 1.194
14 C -0.30 1.88 -2.12  C13 1.673, N15 1.531, H52 1.175, H53 1.173
15 N 1.03 1.70 -1.38  C14 1.531, C16 1.543, H54 1.043, H55 1.043
16 C 0.97 0.89 -0.07  N15 1.543, C17 1.673, H56 1.194, H57 1.194
17 C -0.62 0.81 0.43  C13 1.651, C16 1.673, C18 1.639, C22 1.639
18 C -1.18 -0.65 0.91  C17 1.639, C19 1.639, H58 1.189, H59 1.194
19 C -0.88 -1.03 2.47  C18 1.639, C20 1.673, F21 1.502, H60 1.170
20 C -1.87 -2.33 2.83  C19 1.673, H61 1.172, H62 1.192, H63 1.183
21 F 0.52 -1.57 2.63  C19 1.502
22 C -0.74 1.97 1.57  C17 1.639, Cl23 1.885, C24 1.638, H64 1.194
23 Cl -2.56 2.15 2.05  C22 1.885
24 C -0.14 3.44 1.16  C22 1.638, C25 1.673, H65 1.194, H66 1.170
25 C 1.37 3.74 1.81  C24 1.673, H67 1.185, H68 1.190, H69 1.170
26 H 3.89 -3.39 0.66  C1 1.175
27 H 3.22 -1.69 1.33  C1 1.187
28 H 3.72 -3.08 2.58  C1 1.174
29 H 6.32 -2.73 1.43  C2 1.178
30 H 5.59 -1.53 2.72  C2 1.189
31 H 6.46 0.11 1.06  C3 1.179
32 H 4.61 -0.04 0.63  C3 1.191
33 H 7.27 -1.13 -0.93  C4 1.173
34 H 5.88 0.00 -1.56  C4 1.191
35 H 5.28 -3.20 -1.02  C5 1.178
36 H 5.79 -2.38 -2.68  C5 1.194
37 H 3.41 -0.93 -1.13  C6 1.193
38 H 3.70 -1.12 -2.98  C6 1.184
39 H 1.88 -2.77 -1.05  C7 1.183
40 H 3.19 -3.97 -1.69  C7 1.184
41 H 2.32 -3.90 -4.01  C8 1.188
42 H 1.77 -2.09 -3.95  C8 1.173
43 H 0.04 -4.56 -3.83  C9 1.193
44 H 0.14 -4.06 -1.98  C9 1.175
45 H -1.97 -2.94 -2.78  C10 1.180
46 H -1.14 -2.31 -4.44  C10 1.191
47 H 0.17 -0.57 -3.35  C11 1.192
48 H 0.23 -1.47 -1.67  C11 1.170
49 H -2.61 -0.87 -1.48  C12 1.194
50 H -2.26 0.24 -2.96  C12 1.194
51 H -2.29 1.72 -0.93  C13 1.194
52 H -0.72 2.98 -2.09  C14 1.175
53 H -0.36 1.61 -3.25  C14 1.173
54 H 1.38 2.65 -1.13  N15 1.043
55 H 1.65 1.35 -2.15  N15 1.043
56 H 1.77 1.18 0.77  C16 1.194
57 H 1.45 -0.14 -0.45  C16 1.194
58 H -2.36 -0.67 0.78  C18 1.189
59 H -0.77 -1.57 0.26  C18 1.194
60 H -1.16 -0.21 3.26  C19 1.170
61 H -1.62 -3.28 2.18  C20 1.172
62 H -3.01 -2.00 2.73  C20 1.192
63 H -1.71 -2.55 3.98  C20 1.183
64 H -0.20 1.67 2.59  C22 1.194
65 H -0.85 4.25 1.67  C24 1.194
66 H -0.16 3.68 0.01  C24 1.170
67 H 1.78 2.81 2.42  C25 1.185
68 H 1.26 4.61 2.61  C25 1.190
69 H 2.17 4.01 1.01  C25 1.170
70 F -8.56 5.64 2.81  C71 1.340
71 C -7.99 4.49 2.43  F70 1.340, C72 1.391, C76 1.390
72 C -8.79 3.37 2.21  C71 1.391, C73 1.395, H77 1.085
73 C -8.19 2.18 1.81  C72 1.395, C74 1.397, H78 1.087
74 C -6.81 2.11 1.64  C73 1.397, C75 1.396, H79 1.088
75 C -6.02 3.24 1.87  C74 1.396, C76 1.395, H80 1.087
76 C -6.61 4.43 2.26  C71 1.390, C75 1.395, H81 1.085
77 H -9.86 3.44 2.35  C72 1.085
78 H -8.81 1.30 1.62  C73 1.087
79 H -6.34 1.17 1.33  C74 1.088
80 H -4.94 3.18 1.75  C75 1.087
81 H -6.01 5.32 2.44  C76 1.085

Output
* orbital gap: 7.89 eV
* net charge: +1

A 3-piece molecular cluster, C28H49IN5O6S2 overall, computed with ωB97M-V/def2-TZVPD.

Last columns: bonded neighbours and bond lengths (Å).
CARTESIAN COORDINATES (ANGSTROEM)
1 C 0.43 -0.07 3.19  C2 1.631, H25 1.161, H26 1.143, H27 1.154
2 C 1.97 -0.03 2.66  C1 1.631, C3 1.638, H28 1.145, H29 1.147
3 C 2.00 -1.09 1.41  C2 1.638, I4 2.192, O5 1.455, H30 1.143
4 I 3.97 -2.01 1.13  C3 2.192
5 O 1.60 -0.34 0.23  C3 1.455, C6 1.416
6 C 0.29 -0.67 -0.20  O5 1.416, O7 1.265, C8 1.598
7 O -0.64 0.18 -0.31  C6 1.265
8 C -0.06 -2.17 -0.62  C6 1.598, C9 1.561, C24 1.552
9 C -1.05 -2.97 0.29  C8 1.561, C10 1.571, H31 1.145
10 C -1.33 -4.45 -0.15  C9 1.571, N11 1.447, H32 1.148
11 N -0.68 -5.00 -1.32  C10 1.447, C12 1.447, H33 1.033
12 C 0.22 -4.28 -2.20  N11 1.447, C13 1.612, C24 1.571
13 C 0.92 -4.92 -3.50  C12 1.612, C14 1.610, H34 1.153, H35 1.145
14 C 1.87 -6.12 -3.02  C13 1.610, C15 1.632, H36 1.148, H37 1.142
15 C 3.21 -5.59 -2.27  C14 1.632, S16 1.859, H38 1.142, H39 1.149
16 S 4.60 -6.67 -2.86  C15 1.859, C17 1.848
17 C 6.14 -6.36 -1.89  S16 1.848, S18 1.675, N19 1.483
18 S 7.19 -5.12 -2.32  C17 1.675
19 N 6.52 -7.19 -0.73  C17 1.483, C20 1.461, C23 1.471
20 C 6.02 -8.51 -0.35  N19 1.461, C21 1.540, H40 1.151
21 C 6.74 -8.93 0.95  C20 1.540, N22 1.474, H41 1.138
22 N 7.67 -7.86 1.33  C21 1.474, C23 1.431
23 C 7.49 -6.86 0.33  N19 1.471, N22 1.431, H42 1.149
24 C 0.59 -2.79 -1.88  C8 1.552, C12 1.571, H43 1.141
25 H 0.14 -1.16 3.46  C1 1.161
26 H 0.27 0.62 4.08  C1 1.143
27 H -0.32 0.24 2.36  C1 1.154
28 H 2.26 0.99 2.24  C2 1.145
29 H 2.71 -0.42 3.45  C2 1.147
30 H 1.30 -1.94 1.71  C3 1.143
31 H -1.55 -2.51 1.21  C9 1.145
32 H -2.03 -5.04 0.54  C10 1.148
33 H -0.88 -5.99 -1.56  N11 1.033
34 H 1.59 -4.13 -4.01  C13 1.153
35 H 0.14 -5.21 -4.29  C13 1.145
36 H 1.27 -6.76 -2.27  C14 1.148
37 H 2.18 -6.75 -3.92  C14 1.142
38 H 3.15 -5.66 -1.13  C15 1.142
39 H 3.47 -4.50 -2.56  C15 1.149
40 H 5.22 -9.12 -0.91  C20 1.151
41 H 6.58 -9.90 1.52  C21 1.138
42 H 8.11 -5.90 0.43  C23 1.149
43 H 1.30 -2.16 -2.51  C24 1.141
44 C 3.24 3.90 1.67  O45 1.421, H53 1.092, H54 1.094, H55 1.093
45 O 2.28 3.50 2.65  C44 1.421, C46 1.431
46 C 2.44 4.19 3.89  O45 1.431, C47 1.529, H56 1.095, H57 1.095
47 C 1.23 5.09 4.15  C46 1.529, N48 1.465, H58 1.095, H59 1.096
48 N 1.23 6.24 3.24  C47 1.465, C49 1.465, H60 1.015
49 C -0.01 7.02 3.29  N48 1.465, C50 1.536, H61 1.097, H62 1.094
50 C -1.29 6.32 2.79  C49 1.536, O51 1.423, H63 1.095, H64 1.095
51 O -1.28 6.03 1.40  C50 1.423, C52 1.419
52 C -0.69 4.79 1.06  O51 1.419, H65 1.094, H66 1.093, H67 1.091
53 H 3.12 3.26 0.80  C44 1.092
54 H 3.08 4.94 1.37  C44 1.094
55 H 4.26 3.77 2.05  C44 1.093
56 H 3.38 4.75 3.94  C46 1.095
57 H 2.47 3.42 4.67  C46 1.095
58 H 1.27 5.46 5.18  C47 1.095
59 H 0.33 4.49 4.03  C47 1.096
60 H 1.36 5.90 2.29  N48 1.015
61 H 0.15 7.91 2.66  C49 1.097
62 H -0.17 7.38 4.31  C49 1.094
63 H -2.12 7.02 2.94  C50 1.095
64 H -1.54 5.43 3.38  C50 1.095
65 H -0.83 4.03 1.85  C52 1.094
66 H 0.37 4.92 0.84  C52 1.093
67 H -1.17 4.42 0.15  C52 1.091
68 C -7.66 3.20 -2.69  O69 1.421, H77 1.092, H78 1.094, H79 1.093
69 O -7.25 1.99 -2.07  C68 1.421, C70 1.428
70 C -6.76 1.02 -3.00  O69 1.428, C71 1.529, H80 1.095, H81 1.095
71 C -5.26 0.79 -2.77  C70 1.529, N72 1.464, H82 1.095, H83 1.096
72 N -4.48 1.95 -3.18  C71 1.464, C73 1.464, H84 1.015
73 C -3.07 1.87 -2.78  N72 1.464, C74 1.537, H85 1.097, H86 1.095
74 C -2.77 1.92 -1.28  C73 1.537, O75 1.423, H87 1.092, H88 1.095
75 O -3.08 3.16 -0.66  C74 1.423, C76 1.420
76 C -4.42 3.27 -0.20  O75 1.420, H89 1.093, H90 1.093, H91 1.092
77 H -8.12 3.84 -1.93  C68 1.092
78 H -6.81 3.73 -3.12  C68 1.094
79 H -8.41 3.00 -3.47  C68 1.093
80 H -6.97 1.30 -4.03  C70 1.095
81 H -7.29 0.09 -2.79  C70 1.095
82 H -4.95 -0.09 -3.35  C71 1.095
83 H -5.12 0.57 -1.70  C71 1.096
84 H -4.88 2.78 -2.77  N72 1.015
85 H -2.56 2.73 -3.25  C73 1.097
86 H -2.62 0.97 -3.22  C73 1.095
87 H -1.69 1.80 -1.17  C74 1.092
88 H -3.21 1.08 -0.73  C74 1.095
89 H -4.83 2.31 0.11  C76 1.093
90 H -5.05 3.72 -0.97  C76 1.093
91 H -4.43 3.94 0.66  C76 1.092

Output
* orbital gap: 4.69 eV
* net charge: +1

A 7-piece molecular cluster, C28H49N7 overall, computed with ωB97M-V/def2-TZVPD.

Last columns: bonded neighbours and bond lengths (Å).
CARTESIAN COORDINATES (ANGSTROEM)
1 C 0.25 -5.88 -1.71  C2 1.526, H6 1.093, H7 1.091, H8 1.092
2 C -0.11 -4.53 -2.32  C1 1.526, C3 1.540, H9 1.089, H10 1.092
3 C -1.06 -3.63 -1.51  C2 1.540, C4 1.448, H11 1.093, H12 1.095
4 C -2.42 -4.11 -1.44  C3 1.448, N5 1.147
5 N -3.52 -4.45 -1.45  C4 1.147
6 H 0.94 -6.39 -2.38  C1 1.093
7 H -0.62 -6.53 -1.58  C1 1.091
8 H 0.77 -5.87 -0.75  C1 1.092
9 H -0.52 -4.69 -3.32  C2 1.089
10 H 0.82 -3.96 -2.41  C2 1.092
11 H -1.03 -2.63 -1.94  C3 1.093
12 H -0.58 -3.46 -0.54  C3 1.095
13 C -4.57 0.21 0.58  C14 1.525, H18 1.092, H19 1.093, H20 1.089
14 C -5.14 -0.35 -0.72  C13 1.525, C15 1.552, H21 1.086, H22 1.097
15 C -5.45 0.76 -1.76  C14 1.552, C16 1.482, H23 1.084, H24 1.091
16 C -6.63 0.35 -2.56  C15 1.482, N17 1.147
17 N -7.54 0.04 -3.18  C16 1.147
18 H -4.50 -0.59 1.32  C13 1.092
19 H -5.27 0.93 1.00  C13 1.093
20 H -3.57 0.63 0.48  C13 1.089
21 H -6.00 -1.00 -0.58  C14 1.086
22 H -4.37 -0.98 -1.16  C14 1.097
23 H -4.60 0.96 -2.41  C15 1.084
24 H -5.75 1.65 -1.21  C15 1.091
25 C -0.87 0.49 -2.27  C26 1.520, H30 1.092, H31 1.093, H32 1.089
26 C 0.51 0.18 -1.71  C25 1.520, C27 1.550, H33 1.091, H34 1.094
27 C 0.90 0.76 -0.33  C26 1.550, C28 1.470, H35 1.090, H36 1.089
28 C -0.05 0.28 0.69  C27 1.470, N29 1.149
29 N -0.76 -0.04 1.53  C28 1.149
30 H -0.85 0.39 -3.35  C25 1.092
31 H -1.14 1.54 -2.08  C25 1.093
32 H -1.68 -0.15 -1.92  C25 1.089
33 H 1.38 0.50 -2.29  C26 1.091
34 H 0.56 -0.90 -1.61  C26 1.094
35 H 0.94 1.85 -0.34  C27 1.090
36 H 1.90 0.41 -0.05  C27 1.089
37 C 3.78 4.08 0.51  C38 1.527, H42 1.091, H43 1.093, H44 1.088
38 C 4.13 3.83 1.98  C37 1.527, C39 1.510, H45 1.094, H46 1.097
39 C 4.00 5.03 2.89  C38 1.510, C40 1.469, H47 1.096, H48 1.102
40 C 4.70 6.24 2.43  C39 1.469, N41 1.145
41 N 5.26 7.17 2.07  C40 1.145
42 H 4.03 5.10 0.22  C37 1.091
43 H 2.71 3.98 0.34  C37 1.093
44 H 4.29 3.38 -0.14  C37 1.088
45 H 5.11 3.35 2.07  C38 1.094
46 H 3.51 3.02 2.38  C38 1.097
47 H 4.21 4.91 3.96  C39 1.096
48 H 2.96 5.34 3.04  C39 1.102
49 C 6.59 -2.24 -2.65  C50 1.511, H54 1.092, H55 1.095, H56 1.091
50 C 5.15 -2.66 -2.87  C49 1.511, C51 1.525, H57 1.092, H58 1.094
51 C 4.21 -2.04 -1.84  C50 1.525, C52 1.470, H59 1.094, H60 1.093
52 C 4.13 -0.57 -1.86  C51 1.470, N53 1.148
53 N 4.09 0.58 -1.85  C52 1.148
54 H 7.29 -2.74 -3.32  C49 1.092
55 H 6.95 -2.50 -1.65  C49 1.095
56 H 6.78 -1.18 -2.78  C49 1.091
57 H 4.99 -3.74 -2.83  C50 1.092
58 H 4.86 -2.40 -3.89  C50 1.094
59 H 4.50 -2.31 -0.82  C51 1.094
60 H 3.19 -2.41 -1.95  C51 1.093
61 C -3.42 -4.79 3.22  C62 1.507, H66 1.092, H67 1.093, H68 1.091
62 C -3.13 -4.10 1.91  C61 1.507, C63 1.542, H69 1.096, H70 1.091
63 C -2.30 -2.81 2.05  C62 1.542, C64 1.460, H71 1.094, H72 1.092
64 C -2.83 -1.96 3.11  C63 1.460, N65 1.145
65 N -3.31 -1.38 3.97  C64 1.145
66 H -4.02 -5.69 3.06  C61 1.092
67 H -4.07 -4.21 3.87  C61 1.093
68 H -2.49 -5.01 3.74  C61 1.091
69 H -4.04 -3.81 1.37  C62 1.096
70 H -2.69 -4.79 1.19  C62 1.091
71 H -2.32 -2.16 1.17  C63 1.094
72 H -1.24 -3.06 2.19  C63 1.092
73 C -0.18 3.75 2.28  C74 1.531, H78 1.092, H79 1.095, H80 1.090
74 C -0.17 5.27 2.44  C73 1.531, C75 1.516, H81 1.093, H82 1.087
75 C -1.11 6.00 1.50  C74 1.516, C76 1.466, H83 1.095, H84 1.092
76 C -0.71 6.00 0.09  C75 1.466, N77 1.145
77 N -0.36 6.01 -1.00  C76 1.145
78 H 0.28 3.47 1.33  C73 1.092
79 H -1.18 3.31 2.28  C73 1.095
80 H 0.33 3.22 3.08  C73 1.090
81 H 0.86 5.49 2.18  C74 1.093
82 H -0.40 5.57 3.46  C74 1.087
83 H -1.16 7.06 1.77  C75 1.095
84 H -2.14 5.62 1.55  C75 1.092

Output
* SMILES: CCCC#N.CCCC#N.CCCC#N.CCCC#N.CCCC#N.CCCC#N.CCCC#N
* orbital gap: 11.08 eV
* net charge: 0

Computed E_HOMO (eV) in order:
-10.87, -9.95, -11.25
Computed E_tot (hartree) in order:
-1810.3562, -2914.9291, -1479.5020